No. 1
The following is a DFT calculation (ωB97M-V/def2-TZVPD) of a structure of composition C21H16BrN3O7W.

XYZ file:
```
49
Properties=species:S:1:pos:R:3:forces:R:3
W 0.868 1.091 0.460 0.1 0.9 -0.1
Br -1.536 -0.627 -6.562 0.0 0.0 -0.1
O -0.456 2.014 4.246 0.0 0.0 0.0
O 2.448 -0.131 0.357 0.1 -0.1 0.1
O 0.422 2.078 2.181 0.0 0.0 0.3
O 3.307 4.497 0.032 0.0 0.0 0.0
O -1.130 0.644 -0.236 0.2 -0.2 0.0
O 4.618 -0.456 -0.033 0.0 0.0 0.0
O 0.501 0.629 -1.686 0.1 -0.2 0.3
N 0.080 3.049 -0.240 0.0 0.4 0.0
N 0.253 -0.466 1.872 -0.2 -0.2 -0.1
N 2.487 2.364 0.233 0.1 -0.1 -0.1
C 2.384 3.711 0.149 0.0 0.0 0.0
C -0.216 -4.526 1.013 0.0 0.0 0.0
C -0.794 -2.162 3.814 0.0 0.0 0.0
C -0.073 1.484 3.232 0.1 -0.3 0.0
C 3.821 1.801 0.180 0.0 0.0 0.0
C -0.413 -2.683 2.557 0.0 -0.1 0.0
C 0.121 -1.808 1.588 0.0 0.1 0.0
C -0.722 0.441 -1.429 -0.4 -0.2 -0.5
C 0.316 -3.644 0.048 0.0 0.0 0.0
C -2.961 -0.382 -2.129 -0.1 0.0 -0.1
C -3.826 -0.827 -3.117 0.0 0.0 0.1
C -3.402 -0.899 -4.436 0.0 0.0 -0.1
C -0.669 -0.829 4.060 0.0 0.0 0.0
C -0.149 -0.015 3.045 0.0 0.1 0.1
C -1.224 -0.091 -3.793 0.0 0.0 -0.1
C -0.568 -4.056 2.242 0.0 0.0 0.0
C 3.697 0.294 0.148 -0.1 -0.1 0.0
C 0.937 4.169 0.222 0.0 -0.1 0.1
C -1.667 -0.017 -2.477 0.2 0.1 0.2
C 0.490 -2.318 0.322 0.0 0.0 0.0
C -2.105 -0.528 -4.765 0.0 0.0 0.1
H 4.384 2.147 -0.688 0.0 0.0 0.0
H 0.057 3.037 -1.256 -0.1 0.0 0.0
H -0.209 0.185 -4.042 0.0 0.0 0.0
H 4.408 2.078 1.062 0.0 0.0 0.0
H 0.606 -4.026 -0.922 0.0 0.0 0.0
H -1.195 -2.835 4.563 0.0 0.0 0.0
H -0.869 3.165 0.102 0.0 0.0 -0.1
H -0.975 -4.716 2.998 0.0 0.0 0.0
H -0.957 -0.359 4.989 0.0 0.0 0.0
H -3.276 -0.317 -1.097 0.0 0.0 0.0
H -4.835 -1.120 -2.864 0.0 0.0 0.0
H -4.073 -1.245 -5.210 0.0 0.0 0.0
H 0.941 -1.667 -0.411 0.0 0.0 0.0
H 0.794 5.078 -0.357 0.0 -0.1 -0.1
H -0.337 -5.574 0.773 0.0 0.0 0.0
H 0.694 4.364 1.264 0.0 0.0 0.0
```
Forces are in eV/Å.

Values from the calculation:
- E_HOMO (alpha / beta): -7.22 / -9.37 eV
- HOMO-LUMO gap (alpha / beta): 6.279 / 8.274 eV
- Net charge: 0
- 2S+1: 3
- Relative energy (zero: lowest compared OMol25 entry of this formula, charge and spin): 0.0 kcal/mol

=====

No. 2
The following is a DFT calculation (ωB97M-V/def2-TZVPD) of a cluster of 8 separate species, C69H70BrF2O21PS3 in total.

XYZ file:
```
167
Properties=species:S:1:pos:R:3:forces:R:3
Br -3.062 2.338 2.609 -0.3 -0.2 -0.2
S 1.472 -0.270 -0.235 0.4 -0.3 0.1
S -1.123 -1.753 -1.658 0.3 0.1 -0.5
S 3.169 -0.245 3.157 -0.2 0.2 0.0
P 2.930 1.654 2.785 0.2 -1.4 0.2
F -1.651 4.634 -3.552 0.0 0.0 0.0
F 0.109 3.452 2.088 0.0 0.0 -0.2
O 2.222 1.069 0.366 -0.9 -0.2 -0.1
O 0.735 1.495 5.208 -0.4 0.0 -0.1
O 1.336 -7.928 -8.139 -0.1 0.0 0.0
O -12.290 5.518 4.001 0.0 0.0 0.0
O 4.738 -8.800 -7.788 0.1 0.0 0.0
O 0.867 -6.070 -3.209 -0.2 0.0 0.0
O 0.091 -0.354 0.694 0.3 0.7 -0.1
O -2.323 -2.146 -2.342 0.1 -0.1 0.2
O 2.236 -1.394 0.219 -0.2 0.1 -0.1
O 5.209 -10.657 -12.722 0.0 0.0 0.0
O -8.285 3.700 1.055 0.1 0.0 -0.1
O 7.638 -0.674 -3.266 0.2 0.1 -0.1
O 4.196 -1.176 -2.948 -0.2 -0.1 0.0
O 0.158 -1.905 -2.298 -0.2 -0.2 0.0
O 4.001 1.963 5.668 0.1 0.3 0.0
O -3.327 1.816 8.273 0.1 0.1 0.0
O -0.772 2.988 4.522 -0.3 -0.3 -0.2
O -5.268 -2.106 5.292 0.1 0.0 0.1
O 4.892 -1.710 9.370 0.0 0.0 0.0
O 4.633 -6.281 -1.630 0.0 0.0 0.0
O 7.119 4.433 -4.552 0.0 0.0 0.0
C 3.202 -4.454 -2.034 0.2 0.1 0.1
C 3.701 0.219 8.737 0.0 0.0 0.0
C 2.726 4.462 1.854 -0.2 0.6 -0.3
C -0.013 1.269 2.958 -0.2 -0.3 -0.3
C -4.831 -1.211 5.985 0.0 0.1 -0.1
C -5.977 -0.739 2.175 0.1 0.0 0.0
C -2.193 2.723 0.861 0.4 0.0 0.1
C 8.573 2.628 -4.152 0.0 0.0 0.0
C -0.079 -7.050 -6.481 0.0 0.0 0.0
C 6.152 -9.679 -9.447 0.0 0.0 0.0
C -1.895 5.242 -0.213 0.1 0.2 -0.1
C 3.788 -9.775 -11.063 0.0 0.0 0.0
C 0.252 2.117 1.686 -0.2 -0.1 0.3
C 1.410 6.661 2.087 0.3 -0.1 -0.2
C 6.271 -10.145 -10.686 0.0 0.0 0.0
C -3.623 -0.644 0.300 -0.3 0.0 0.2
C -11.336 5.324 1.857 0.0 0.0 0.0
C -4.092 -1.492 7.241 0.0 0.0 0.0
C -0.200 -6.584 -5.241 0.0 0.0 0.0
C 2.523 5.910 1.341 0.2 0.1 0.4
C -0.327 2.662 -0.742 -0.2 0.0 0.1
C -1.205 2.878 -1.985 0.1 0.1 -0.5
C -1.243 0.001 -1.253 -0.6 0.4 -0.3
C -10.330 4.869 1.117 0.0 0.0 0.0
C -10.246 4.351 3.935 0.0 0.0 0.0
C 4.530 -5.108 -1.924 0.0 0.0 0.0
C 1.793 2.057 1.293 0.7 0.7 0.4
C -8.425 0.063 1.188 -0.1 0.0 0.3
C -3.775 0.917 7.595 0.0 -0.1 0.0
C 5.190 0.035 6.294 0.0 0.0 0.0
C -4.763 0.392 0.262 -0.3 -0.1 -0.3
C -0.866 1.938 0.537 0.2 -0.1 -0.5
C -1.106 0.377 0.227 0.2 -0.3 0.2
C 0.975 -6.499 -4.337 0.1 0.0 0.0
C -8.364 -0.652 2.378 -0.2 0.1 -0.3
C 0.048 1.938 4.321 0.4 -0.2 0.3
C 5.097 -10.230 -11.593 0.0 0.0 0.0
C -3.603 -0.506 7.987 0.0 0.0 0.0
C 4.689 -0.870 8.520 0.0 0.0 0.0
C -0.632 4.006 -2.848 0.3 -0.1 0.1
C 7.233 3.262 -4.259 0.0 0.0 0.0
C 3.548 3.243 -0.166 -0.5 0.2 -0.3
C 3.663 -9.308 -9.823 0.0 -0.1 -0.1
C 4.208 1.123 6.517 -0.1 -0.2 -0.1
C 6.172 1.124 -3.667 -0.1 0.1 0.0
C -5.008 0.213 5.592 0.0 0.0 0.0
C -2.255 -0.359 0.964 -0.1 -0.7 0.0
C -4.517 1.197 6.339 0.0 0.0 0.0
C 5.414 -0.889 7.224 0.0 0.0 0.0
C -7.264 0.373 0.501 -0.1 0.1 -0.1
C 4.840 -9.225 -8.921 0.0 0.0 0.0
C 4.297 -2.353 -2.647 0.0 0.1 0.1
C 2.285 -6.953 -4.864 0.0 0.0 0.0
C -9.240 3.897 3.194 0.0 0.0 0.0
C 3.477 1.143 7.808 0.0 0.0 0.0
C 2.341 3.436 0.766 0.6 -0.1 0.0
C -2.250 4.276 0.915 -0.4 0.4 0.2
C 5.733 -4.279 -2.197 0.0 0.0 0.0
C 7.514 0.498 -3.562 -0.1 0.0 0.0
C -6.026 -0.025 0.985 0.2 -0.1 0.1
C 1.234 -7.503 -7.005 0.0 0.0 0.0
C 2.411 -7.420 -6.104 0.0 0.1 0.1
C 3.096 -3.173 -2.379 0.0 0.0 0.0
C 5.631 -2.994 -2.532 0.0 0.0 0.0
C -7.135 -1.056 2.865 -0.1 0.0 0.2
C -9.202 4.120 1.726 0.0 0.0 0.1
C 6.050 2.409 -3.993 0.0 0.0 0.0
C 8.704 1.345 -3.828 0.0 0.0 0.0
C -11.374 5.102 3.326 0.0 0.0 0.0
H -0.099 4.754 -2.260 -0.2 0.1 0.0
H -9.384 0.399 0.816 0.0 0.0 -0.1
H 6.123 -1.695 7.087 0.0 0.0 0.0
H -2.246 3.117 -1.784 0.0 0.0 0.2
H 6.688 -4.781 -2.106 0.0 0.0 0.0
H -3.999 -1.497 0.865 0.0 0.0 0.0
H -0.492 0.424 -1.905 0.3 0.0 0.1
H -3.526 -1.054 -0.701 0.2 0.1 0.0
H 3.183 0.209 9.688 0.0 0.0 0.0
H -3.057 -0.684 8.905 0.0 0.0 0.0
H 4.315 2.596 0.251 0.1 0.0 0.0
H 2.141 -2.675 -2.471 0.1 0.0 0.0
H -1.763 4.622 1.823 0.2 -0.2 0.0
H -2.203 0.301 -1.671 -0.1 0.0 0.2
H -1.031 -2.395 -0.474 -0.2 0.0 0.1
H 9.667 0.859 -3.742 0.0 0.0 0.0
H -0.953 3.007 5.472 0.3 0.3 0.1
H 6.489 -2.358 -2.734 -0.2 -0.1 0.0
H 0.659 0.414 3.013 0.3 0.2 -0.1
H -4.510 1.362 0.671 0.3 0.1 0.1
H 3.777 4.364 2.126 0.0 -0.3 0.1
H 2.349 5.930 0.264 -0.1 -0.1 -0.1
H 7.215 -10.482 -11.095 0.0 0.0 0.0
H 2.720 -8.968 -9.413 0.1 0.0 0.0
H -0.988 0.797 2.900 -0.1 0.3 0.1
H -0.917 -7.122 -7.162 0.0 0.0 0.0
H -1.848 -1.363 1.123 0.2 0.0 0.0
H -3.305 4.477 1.119 -0.1 -0.1 -0.1
H -5.043 0.567 -0.779 0.1 0.1 0.0
H -5.024 -1.047 2.586 0.0 -0.1 0.1
H -0.083 3.654 -0.395 0.2 0.0 0.0
H -3.976 -2.536 7.503 0.0 0.0 0.0
H 2.949 -9.846 -11.743 0.0 0.0 0.0
H -12.170 5.872 1.437 0.0 0.0 0.0
H 2.115 4.369 2.747 0.1 -0.2 0.1
H 5.324 0.475 -3.464 0.2 0.1 0.0
H 2.525 2.455 3.849 -0.1 0.2 -0.1
H 0.610 5.981 2.374 -0.2 0.1 -0.1
H -10.298 4.201 5.006 0.0 0.0 0.0
H 3.227 2.835 -1.124 0.1 -0.2 0.0
H 5.698 0.040 5.339 0.0 0.0 0.0
H 1.009 7.469 1.477 -0.1 0.0 0.0
H -2.908 2.364 0.124 -0.1 0.0 0.1
H 6.990 -9.608 -8.766 0.0 0.0 0.0
H -7.068 -1.601 3.795 0.0 -0.1 0.0
H 3.954 4.231 -0.386 0.2 0.0 0.1
H -9.277 -0.879 2.911 0.0 -0.1 0.1
H 2.341 -5.071 -1.828 0.0 -0.1 0.0
H 5.086 2.896 -4.079 0.0 0.0 0.0
H -4.630 2.242 6.075 0.0 0.0 0.0
H -7.326 0.957 -0.408 0.0 0.0 -0.1
H -10.280 5.017 0.045 0.0 0.0 0.0
H -5.549 0.391 4.671 0.0 0.0 0.0
H 0.073 3.603 -3.578 0.0 0.0 -0.1
H 9.422 3.270 -4.352 0.0 0.0 0.0
H -2.226 6.229 0.112 0.0 0.0 0.0
H -0.829 5.341 -0.411 0.0 0.0 0.1
H -8.407 3.346 3.612 0.0 0.0 0.0
H -2.402 -0.015 1.976 -0.1 0.3 0.0
H 1.611 3.939 0.152 -0.4 -0.1 0.1
H 3.451 6.462 1.500 0.0 0.1 -0.2
H -2.399 5.050 -1.158 0.0 0.0 0.1
H 4.167 2.172 2.410 -0.1 0.5 -0.2
H 2.761 1.944 7.938 0.0 0.0 0.0
H -1.211 2.027 -2.655 -0.2 -0.2 0.1
H 1.820 7.113 2.990 -0.1 -0.1 0.1
H 3.354 -7.759 -6.513 -0.1 0.0 0.0
H 0.608 2.209 -1.066 0.1 -0.1 0.0
H -1.144 -6.245 -4.833 0.0 0.0 0.0
H 3.124 -6.884 -4.180 0.0 0.0 0.0
```
Forces are in eV/Å.

Values from the calculation:
- E_HOMO: -8.45 eV
- HOMO-LUMO gap: 6.654 eV
- Net charge: 0

=====

No. 3
The following is a DFT calculation (ωB97M-V/def2-TZVPD) of a cluster of 3 separate species, C27H37F9O14S in total.

XYZ file:
```
88
Properties=species:S:1:pos:R:3:forces:R:3
S -0.443 -0.385 -2.878 0.0 0.0 -0.1
F -2.690 -0.330 -0.329 -0.5 -0.1 0.0
F -4.656 1.587 -3.578 0.2 0.1 0.0
F -2.255 2.105 -1.076 0.1 0.2 0.0
F -2.841 -0.718 -3.790 0.0 0.0 0.0
F -4.365 -0.572 -1.696 -0.3 -0.1 0.0
F -3.791 3.443 -2.854 0.0 -0.1 -0.1
F -2.537 1.987 -3.857 -0.1 0.0 0.1
F -2.333 -2.132 -2.212 -0.1 -0.1 0.0
F -4.388 1.777 -0.899 -0.1 0.1 0.1
O -8.836 6.448 0.046 0.0 0.0 0.0
O 0.053 -2.178 -0.826 0.0 0.5 0.1
O 2.519 1.394 -4.521 0.1 0.7 -0.2
O -7.906 5.862 -1.922 0.0 0.0 0.0
O 2.707 -1.102 -0.597 -0.4 0.1 0.3
O 6.259 -1.071 -3.196 0.0 0.0 0.1
O -0.296 0.966 -2.427 0.0 0.0 0.0
O -0.235 -0.702 -4.262 0.1 0.0 0.0
O -2.165 2.137 4.920 0.0 0.0 0.0
O 1.843 -2.787 -3.641 0.2 -0.2 0.1
O -0.016 1.513 4.678 0.0 0.0 0.2
O -6.721 5.674 -0.050 0.0 0.0 0.0
O -0.181 -3.624 -3.145 -0.6 -0.4 -0.3
O -1.178 0.968 6.531 0.0 0.0 0.0
C 2.817 -2.471 -2.615 -0.2 -0.2 -0.4
C -6.568 5.573 -2.337 0.1 0.0 0.0
C 2.192 -1.258 -1.897 0.1 0.4 0.1
C -5.953 5.020 -1.063 0.0 -0.1 -0.1
C -0.744 0.505 1.837 0.2 -0.1 -0.2
C -0.187 0.045 0.470 0.0 0.3 0.0
C 0.633 -1.638 -1.939 0.2 -0.8 -0.4
C -2.270 -0.857 -2.589 0.2 0.1 0.1
C -7.915 6.037 -0.578 0.0 0.0 0.0
C 4.187 -2.356 -3.259 0.1 -0.1 0.0
C 3.328 -1.784 1.624 0.2 0.1 -0.2
C 4.546 -0.857 1.636 0.1 0.0 -0.1
C 4.559 -2.954 3.566 0.0 -0.1 0.0
C 5.310 -1.757 -2.390 0.1 -0.1 -0.1
C 2.440 0.296 -4.059 -0.1 -0.6 0.1
C -3.566 2.133 -3.034 0.0 0.0 0.0
C 3.450 -3.049 2.517 -0.2 0.2 0.2
C 3.059 -2.236 0.193 0.0 -0.2 0.1
C -1.019 1.538 5.316 0.0 0.0 -0.1
C -2.432 1.397 7.075 -0.1 0.1 0.0
C -3.134 -0.054 -1.563 0.1 0.0 -0.3
C -3.295 1.499 -1.644 -0.2 0.0 -0.1
C 0.658 -2.813 -2.997 0.3 0.6 0.4
C 2.116 -3.321 3.228 0.0 0.1 0.0
C -3.211 1.767 5.825 0.0 0.0 0.1
C -0.237 -1.468 0.410 0.2 -0.1 0.3
C 2.546 0.086 -2.560 0.0 -0.1 0.2
H 2.284 -3.010 0.159 -0.1 0.1 0.1
H 0.051 0.861 2.490 -0.1 0.0 -0.1
H 3.662 -3.901 1.856 0.1 0.0 0.1
H 4.483 -3.369 -3.541 -0.1 0.1 -0.1
H 4.922 -1.108 -1.603 0.0 0.0 0.0
H -1.239 -1.802 0.683 0.1 -0.1 -0.2
H 5.869 -2.562 -1.909 -0.1 0.0 0.1
H 4.518 -3.823 4.225 0.0 0.0 -0.1
H -0.766 0.511 -0.325 0.4 -0.2 0.4
H 4.424 -2.066 4.191 0.0 -0.1 0.0
H -3.891 2.603 5.957 0.1 0.1 0.0
H 3.985 -2.694 -0.189 -0.1 0.1 0.0
H 3.598 0.253 -2.314 0.0 0.0 -0.1
H -6.093 6.502 -2.658 0.0 0.0 0.0
H 2.242 -4.034 4.045 0.0 -0.1 -0.1
H 4.646 -0.330 2.586 0.0 -0.1 0.0
H 1.740 -2.393 3.673 0.0 -0.1 0.0
H 4.130 -1.799 -4.196 -0.1 0.1 0.1
H -4.900 5.260 -0.942 0.0 0.1 0.1
H 5.558 -2.919 3.129 -0.1 0.1 0.0
H 0.438 -1.879 1.163 0.1 0.0 0.0
H 5.472 -1.407 1.450 0.0 0.0 0.0
H 2.339 -0.582 -4.716 0.0 -0.1 0.0
H 2.805 -3.346 -1.959 0.1 0.2 0.2
H -2.254 2.255 7.724 0.0 0.0 0.0
H -6.093 3.942 -0.970 0.0 0.0 0.0
H -6.582 4.868 -3.162 -0.1 0.0 0.0
H 2.477 -1.181 1.959 -0.1 -0.1 0.0
H 6.030 -0.137 -3.239 0.0 0.0 0.0
H -1.250 -0.313 2.360 0.0 0.1 0.0
H -1.461 1.317 1.711 0.0 0.0 0.1
H 4.442 -0.099 0.856 0.0 0.0 0.1
H 2.000 0.888 -2.066 0.1 0.0 0.0
H 1.350 -3.702 2.549 0.0 0.0 0.0
H -3.751 0.918 5.404 0.0 0.0 0.0
H -2.875 0.589 7.650 0.0 -0.1 0.0
H 0.832 0.406 0.377 0.2 -0.1 -0.2
```
Forces are in eV/Å.

Values from the calculation:
- E_HOMO: -9.96 eV
- HOMO-LUMO gap: 10.293 eV
- SMILES string: CCCO[C@]1(S(=O)(=O)C(F)(F)C(F)(F)C(F)(F)C(F)(F)F)C(=O)O[C@@H](CCO)[C@]1(CC=O)OC[C@H](C)C(C)C.O=C1OCCO1.O=C1OCCO1
- Net charge: 0

=====

No. 4
The following is a DFT calculation (ωB97M-V/def2-TZVPD) of a cluster of 2 separate species, C6H18INSi2 in total.

XYZ file:
```
28
Properties=species:S:1:pos:R:3:forces:R:3
I 0.213 2.303 -5.184 0.4 0.2 -0.5
Si -1.270 2.133 -3.280 -0.5 -0.9 0.3
Si 0.693 1.301 -0.519 2.9 -2.7 -2.2
N 0.135 -0.076 0.288 -1.0 0.7 1.1
C 2.046 -1.446 -0.402 -1.3 -1.5 1.4
C -0.885 -0.015 1.364 0.3 -0.9 0.0
C 0.550 -1.400 -0.083 -2.0 -2.0 0.2
C -0.290 -2.040 -1.287 -0.4 0.6 -0.3
C -0.397 -0.387 2.803 1.5 2.0 0.7
C -1.454 1.349 1.484 1.0 0.0 2.2
H -0.412 -1.440 2.982 -0.2 -0.6 0.4
H 2.333 -2.334 -0.957 -0.1 -0.1 0.0
H 2.173 1.494 -0.229 -0.7 0.5 -0.1
H -0.583 1.999 1.687 -0.8 0.4 -0.4
H -1.002 0.224 3.566 0.6 -1.5 -1.0
H 0.702 0.900 -2.070 -0.1 0.5 1.0
H 2.531 -1.468 0.565 0.7 0.5 0.0
H -0.895 -1.237 -1.727 0.1 0.1 0.0
H -1.102 -2.860 -1.114 2.1 1.0 0.1
H -0.684 3.208 -2.458 0.4 0.7 0.1
H 0.191 -1.942 0.824 1.2 -0.5 -0.6
H -2.113 1.589 0.723 -0.8 1.0 -1.8
H 2.223 -0.590 -0.982 1.0 1.0 -0.7
H -2.033 1.346 2.398 -0.3 0.3 0.1
H -0.138 2.354 -0.444 -1.6 2.5 0.4
H -1.707 -0.699 1.071 0.3 0.0 0.2
H 0.693 -0.025 3.041 -1.8 -0.6 -0.9
H 0.483 -2.241 -2.060 -1.0 -0.7 0.2
```
Forces are in eV/Å.

Values from the calculation:
- E_HOMO: -8.39 eV
- HOMO-LUMO gap: 7.701 eV
- Net charge: 0
- Relative energy (zero: lowest compared OMol25 entry of this formula, charge and spin): 29.6 kcal/mol